[1]
ORCA calculation (ωB97M-V/def2-TZVPD) on a cluster of 2 separate species, HN3O4 in total.

Last column: Löwdin charge in e.
Geometry (Å):
1 O -0.12662 0.89483 -1.87689  0.175
2 N -0.14981 -0.26131 -1.83524  -0.460
3 O -0.19027 -1.09001 -2.70280  0.103
4 O -0.05357 -0.87306 -0.53993  0.086
5 H -0.48217 -1.70647 -0.67151  0.096
6 N 1.06826 0.48607 3.19708  0.223
7 N 0.31752 0.98144 2.55311  -0.342
8 O -0.38333 1.56851 1.87618  0.119

Summary:
Relative energy (zero: lowest compared OMol25 entry of this formula, charge and spin), eV: 0.248
E_LUMO, eV: 0.25
2S+1: 1
Gap between HOMO and LUMO, eV: 12.22
Total charge: 0


[2]
ORCA calculation (ωB97M-V/def2-TZVPD) on the ion C5H10N3O2 with charge +1.

Last column: Löwdin charge in e.
Geometry (Å):
1 C -1.62629 0.71155 0.08916  0.041
2 C -0.02723 0.76312 0.09063  -0.386
3 C 0.42836 2.16509 -0.28252  0.000
4 C 0.47656 0.34507 1.52321  -0.313
5 O 0.53510 1.00360 2.50422  0.205
6 N 0.66329 -1.08208 1.41396  0.232
7 C 0.64671 -1.54989 0.16501  -0.203
8 N 0.94084 -2.72979 -0.31032  0.227
9 N 0.49555 -0.29995 -0.78051  -0.036
10 O -0.27351 -0.61406 -1.82354  0.037
11 H -2.10719 1.08567 0.94540  0.086
12 H -1.79528 -0.25721 -0.13877  0.036
13 H -1.96549 1.31127 -0.82010  0.128
14 H 0.13570 2.38001 -1.29355  0.087
15 H 1.36712 2.54499 -0.06903  0.065
16 H -0.20179 2.87422 0.36707  0.135
17 H 0.62890 -1.64708 2.21581  0.164
18 H 0.96749 -3.69245 0.17261  0.199
19 H 0.55643 -2.77484 -1.33039  0.184
20 H 0.15473 -0.53724 -2.63836  0.111

Summary:
Relative energy (zero: lowest compared OMol25 entry of this formula, charge and spin), eV: 2.460
E_LUMO, eV: -4.07
2S+1: 1
Gap between HOMO and LUMO, eV: 10.38
Total charge: +1


[3]
ORCA calculation (ωB97M-V/def2-TZVPD) on a structure of composition C11H17F5NO5SSi2.

Last column: Löwdin charge in e.
Geometry (Å):
1 O 1.05310 0.81076 2.45714  0.124
2 C -0.07170 1.18691 2.25598  -0.468
3 C -1.17282 0.22550 1.91228  -0.163
4 C -1.83048 0.46246 0.53695  -0.267
5 Si -0.66042 0.54758 -0.91756  0.591
6 O -1.03085 -0.67878 -2.04519  -0.425
7 Si 0.16396 -1.66073 -2.51341  0.543
8 S 0.02222 -3.30935 -0.96918  0.690
9 O -0.60975 -4.47901 -1.59163  -0.388
10 O -0.71942 -2.77318 0.14507  -0.311
11 C 1.67124 -3.89703 -0.34985  -0.506
12 F 1.42627 -4.98871 0.38895  0.142
13 F 2.44061 -4.24797 -1.38751  0.139
14 C 2.42539 -2.87763 0.55070  -0.585
15 F 3.56315 -3.46690 0.92724  0.197
16 F 2.72386 -1.77852 -0.14410  0.163
17 F 1.71531 -2.59675 1.62996  0.200
18 N -0.46984 2.55855 2.37058  0.095
19 C 0.10635 3.49787 1.47140  -0.251
20 C -0.40730 4.79628 1.49699  -0.033
21 C 0.06210 5.76993 0.63374  -0.078
22 C 1.06465 5.46140 -0.28302  -0.092
23 C 1.60257 4.18503 -0.29415  -0.083
24 C 1.13283 3.20799 0.57698  -0.060
25 H -1.95581 0.29047 2.67095  0.127
26 H -0.76295 -0.78175 1.94707  0.099
27 H -2.46682 -0.40688 0.34440  0.076
28 H -2.50917 1.31546 0.54020  0.082
29 H 0.71479 0.28535 -0.44494  -0.001
30 H -0.72832 1.83950 -1.61613  0.000
31 H -0.10980 -2.24570 -3.83103  -0.012
32 H 1.50363 -1.06503 -2.48167  -0.005
33 H -0.43585 2.87493 3.33106  0.147
34 H -1.19107 5.03055 2.20638  0.113
35 H -0.37414 6.75817 0.66459  0.105
36 H 1.41027 6.22359 -0.96664  0.102
37 H 2.38627 3.95482 -1.00314  0.105
38 H 1.58398 2.22686 0.55736  0.083
39 O -2.91586 -5.54424 -2.33885  0.313
40 H -2.90189 -5.97971 -3.21130  0.192
41 H -1.99772 -5.22912 -2.06682  0.106
42 H -3.30666 -6.12403 -1.65832  0.193

Summary:
E_LUMO, eV: -4.22
2S+1: 1
Gap between HOMO and LUMO, eV: 6.08
Total charge: +1


Quick rundown of largest force on an atom, same order as above: 4.23, 5.02, 1.30 eV/A
Quick rundown of HOMO energy, same order as above: -12.0, -14.5, -10.3 eV
Quick rundown of calculated total energy, same order as above: -12670.4677, -13903.6974, -63581.9375 eV